This record from OMol25 describes a structure of composition C27H15F10InN4O5S4 at a distorted geometry. The level of theory is the ωB97M-V functional and the def2-TZVPD basis.

Positions of all 66 atoms, in Å:
In1 -0.512 0.239 0.143
C1 -3.349 1.483 -1.447
N1 -2.025 1.249 -1.977
C2 -2.071 0.423 -3.171
C3 -0.942 -0.609 -3.257
N2 -0.919 -1.396 -2.057
C4 -0.212 -2.489 -1.989
C5 0.584 -3.139 -2.996
F1 0.690 -2.616 -4.257
C6 1.277 -4.308 -2.780
F2 1.994 -4.855 -3.797
C7 1.245 -4.957 -1.552
F3 1.925 -6.121 -1.356
C8 0.477 -4.383 -0.535
F4 0.395 -5.003 0.664
C9 -0.215 -3.224 -0.758
F5 -0.978 -2.728 0.266
C10 -1.362 2.529 -2.136
C11 0.084 2.476 -2.617
N3 0.892 1.723 -1.700
C12 2.191 1.724 -1.819
C13 2.987 1.011 -0.865
F6 2.331 0.303 0.096
C14 4.356 0.982 -0.844
F7 4.997 0.282 0.116
C15 5.096 1.673 -1.804
F8 6.458 1.681 -1.781
C16 4.391 2.345 -2.793
F9 5.080 2.990 -3.771
C17 3.014 2.370 -2.807
F10 2.446 3.039 -3.862
H1 -3.985 2.042 -2.158
H2 -3.250 2.062 -0.532
H3 -3.822 0.532 -1.206
H4 -2.069 1.046 -4.081
H5 -3.010 -0.139 -3.157
H6 0.020 -0.107 -3.393
H7 -1.143 -1.221 -4.151
H8 -1.352 2.998 -1.147
H9 -1.933 3.180 -2.832
H10 0.425 3.523 -2.678
H11 0.130 2.065 -3.635
O1 -3.901 2.645 3.084
C18 -3.023 1.878 2.387
O2 -2.385 2.347 1.479
C19 -2.992 0.488 2.876
C20 -4.082 -0.049 3.554
C21 -3.979 -1.333 4.071
C22 -2.765 -1.988 3.959
C23 -1.738 -1.381 3.242
N4 -1.859 -0.186 2.664
C24 -0.383 -1.997 3.271
O3 -0.089 -2.941 3.964
O4 0.456 -1.300 2.516
H12 -3.812 3.564 2.786
H13 -4.989 0.525 3.669
H14 -4.816 -1.804 4.568
H15 -2.590 -2.961 4.392
O5 5.046 1.673 5.895
C25 4.121 1.283 5.229
S1 4.047 -0.314 4.483
C26 2.501 -0.110 3.662
C27 1.823 1.054 3.819
S2 0.297 1.535 3.277
S3 2.667 2.210 4.904
S4 2.110 -1.510 2.659

E (eV): -120128.6630
Net charge: -2
Multiplicity: 1
E_LUMO (eV): 3.7
HOMO energy (eV): -1.49
Maximum force (eV/A): 1.41

=====

This record from OMol25 describes a structure of composition C27H17BrI2N3O5RhS at a distorted geometry. The level of theory is the ωB97M-V functional and the def2-TZVPD basis.

Positions of all 57 atoms, in Å:
Rh1 0.707 -0.109 -0.211
I1 -0.446 1.621 -5.181
C1 0.123 -0.247 -4.423
C2 0.144 -1.362 -5.227
C3 0.482 -2.618 -4.697
I2 0.367 -4.265 -6.002
C4 0.850 -2.773 -3.377
C5 1.167 -4.027 -2.711
C6 1.566 -4.058 -1.439
C7 1.744 -2.814 -0.628
N1 1.230 -1.630 -1.283
C8 0.866 -1.608 -2.560
C9 0.440 -0.305 -3.046
O1 0.378 0.693 -2.250
H1 -0.118 -1.272 -6.272
H2 1.073 -4.947 -3.273
H3 1.822 -4.990 -0.948
H4 2.817 -2.663 -0.432
O2 -2.234 4.296 2.927
C10 -1.489 3.370 2.309
C11 -0.096 3.368 2.330
C12 0.586 2.392 1.638
N2 -0.031 1.424 0.954
C13 -1.366 1.418 0.983
Br1 -2.139 -0.043 0.066
C14 -2.145 2.351 1.620
H5 -1.677 4.958 3.350
H6 0.451 4.121 2.882
H7 1.668 2.372 1.646
H8 -3.223 2.302 1.593
C15 2.944 -3.336 2.328
C16 3.368 -2.026 2.276
C17 2.411 -0.926 1.890
C18 1.056 -1.404 1.296
C19 1.062 -2.852 0.777
C20 1.778 -3.763 1.724
H9 3.558 -4.057 2.857
H10 4.328 -1.716 2.663
H11 2.907 -0.219 1.210
H12 0.027 -3.166 0.627
H13 1.415 -4.772 1.871
O3 3.577 -0.616 4.995
S1 2.697 0.387 4.471
O4 3.255 1.675 4.183
N3 1.914 -0.163 3.054
C21 0.628 -0.565 3.345
O5 0.092 -1.302 2.380
C22 0.154 -0.209 4.594
C23 -1.114 -0.405 5.189
C24 -1.316 0.048 6.470
C25 -0.301 0.689 7.202
C26 0.958 0.871 6.640
C27 1.169 0.441 5.351
H14 -1.893 -0.906 4.630
H15 -2.282 -0.098 6.937
H16 -0.490 1.027 8.211
H17 1.757 1.333 7.205

E (eV): -143066.0237
Multiplicity: 5
E_LUMO (alpha / beta) (eV): 0.2 / -1.4
HOMO energy (alpha / beta) (eV): -6.24 / -7.72
Maximum force (eV/A): 1.02

=====

Q: Among the records above, which one has the highest E?
A: C27H15F10InN4O5S4

=====

Q: The highest E belongs to which entry?
A: C27H15F10InN4O5S4

=====

What did the second record say?
This record from OMol25 describes a structure of composition C27H17BrI2N3O5RhS at a distorted geometry. The level of theory is the ωB97M-V functional and the def2-TZVPD basis.

Positions of all 57 atoms, in Å:
Rh1 0.707 -0.109 -0.211
I1 -0.446 1.621 -5.181
C1 0.123 -0.247 -4.423
C2 0.144 -1.362 -5.227
C3 0.482 -2.618 -4.697
I2 0.367 -4.265 -6.002
C4 0.850 -2.773 -3.377
C5 1.167 -4.027 -2.711
C6 1.566 -4.058 -1.439
C7 1.744 -2.814 -0.628
N1 1.230 -1.630 -1.283
C8 0.866 -1.608 -2.560
C9 0.440 -0.305 -3.046
O1 0.378 0.693 -2.250
H1 -0.118 -1.272 -6.272
H2 1.073 -4.947 -3.273
H3 1.822 -4.990 -0.948
H4 2.817 -2.663 -0.432
O2 -2.234 4.296 2.927
C10 -1.489 3.370 2.309
C11 -0.096 3.368 2.330
C12 0.586 2.392 1.638
N2 -0.031 1.424 0.954
C13 -1.366 1.418 0.983
Br1 -2.139 -0.043 0.066
C14 -2.145 2.351 1.620
H5 -1.677 4.958 3.350
H6 0.451 4.121 2.882
H7 1.668 2.372 1.646
H8 -3.223 2.302 1.593
C15 2.944 -3.336 2.328
C16 3.368 -2.026 2.276
C17 2.411 -0.926 1.890
C18 1.056 -1.404 1.296
C19 1.062 -2.852 0.777
C20 1.778 -3.763 1.724
H9 3.558 -4.057 2.857
H10 4.328 -1.716 2.663
H11 2.907 -0.219 1.210
H12 0.027 -3.166 0.627
H13 1.415 -4.772 1.871
O3 3.577 -0.616 4.995
S1 2.697 0.387 4.471
O4 3.255 1.675 4.183
N3 1.914 -0.163 3.054
C21 0.628 -0.565 3.345
O5 0.092 -1.302 2.380
C22 0.154 -0.209 4.594
C23 -1.114 -0.405 5.189
C24 -1.316 0.048 6.470
C25 -0.301 0.689 7.202
C26 0.958 0.871 6.640
C27 1.169 0.441 5.351
H14 -1.893 -0.906 4.630
H15 -2.282 -0.098 6.937
H16 -0.490 1.027 8.211
H17 1.757 1.333 7.205

E (eV): -143066.0237
Multiplicity: 5
E_LUMO (alpha / beta) (eV): 0.2 / -1.4
HOMO energy (alpha / beta) (eV): -6.24 / -7.72
Maximum force (eV/A): 1.02